Entry from OMol25: a 18-piece molecular cluster, C63H120F6O38 overall at a distorted geometry (wB97M-V/def2-TZVPD).

Each atom is followed by the atoms it is bonded to, with distances in Å.
CARTESIAN COORDINATES (ANGSTROEM)
1 C -15.0876 -6.1698 27.1725  C2 1.533, H10 1.067, H11 1.079, H12 1.159
2 C -14.9003 -4.8231 26.4638  C1 1.533, O3 1.467, H13 1.111, H14 1.074
3 O -15.9068 -4.7164 25.4020  C2 1.467, C4 1.345
4 C -16.0237 -3.4984 24.8446  O3 1.345, O5 1.233, C6 1.552
5 O -15.2470 -2.5494 24.9711  C4 1.233
6 C -17.2954 -3.3624 23.9647  C4 1.552, F7 1.313, F8 1.321, F9 1.353
7 F -17.4043 -2.2289 23.3115  C6 1.313
8 F -17.3595 -4.3731 23.1158  C6 1.321
9 F -18.4374 -3.4561 24.6838  C6 1.353
10 H -14.2583 -6.2710 27.8360  C1 1.067
11 H -15.0539 -6.9909 26.4736  C1 1.079
12 H -16.1358 -6.2499 27.6614  C1 1.159
13 H -13.9062 -4.7744 25.9710  C2 1.111
14 H -15.0190 -4.0124 27.1576  C2 1.074
15 C -21.6051 -5.0051 24.9806  C16 1.534, H24 1.061, H25 1.118, H26 1.096
16 C -22.0830 -4.7562 26.4172  C15 1.534, O17 1.469, H27 1.077, H28 1.108
17 O -21.5604 -5.8218 27.2834  C16 1.469, C18 1.356
18 C -20.2494 -5.6988 27.6066  O17 1.356, O19 1.214, C20 1.559
19 O -19.4514 -4.8748 27.2101  C18 1.214
20 C -19.9772 -6.7312 28.7423  C18 1.559, F21 1.377, F22 1.291, F23 1.357
21 F -18.6446 -7.0676 28.8273  C20 1.377
22 F -20.3009 -6.2764 29.9060  C20 1.291
23 F -20.6920 -7.8479 28.4518  C20 1.357
24 H -21.5154 -4.0686 24.4908  C15 1.061
25 H -22.2643 -5.6729 24.3733  C15 1.118
26 H -20.5783 -5.3642 25.1146  C15 1.096
27 H -23.1564 -4.6998 26.4859  C16 1.077
28 H -21.6335 -3.8069 26.7696  C16 1.108
29 C -19.1766 -9.6435 24.7284  C30 1.575, C33 1.521, H34 1.068, H35 1.070
30 C -19.4878 -8.1099 24.9103  C29 1.575, C31 1.534, H36 1.119, H37 1.081
31 C -18.1748 -7.6218 25.5363  C30 1.534, O32 1.426, H38 1.112, H39 1.077
32 O -17.1516 -8.3745 24.8885  C31 1.426, C33 1.463
33 C -17.6584 -9.7371 24.7253  C29 1.521, O32 1.463, H40 1.099, H41 1.094
34 H -19.6034 -10.0121 23.8213  C29 1.068
35 H -19.6116 -10.2157 25.5205  C29 1.070
36 H -20.3070 -7.9368 25.6529  C30 1.119
37 H -19.6467 -7.6545 23.9433  C30 1.081
38 H -18.2239 -7.8872 26.6150  C31 1.112
39 H -18.0129 -6.5705 25.3649  C31 1.077
40 H -17.1853 -10.3864 25.4748  C33 1.099
41 H -17.3129 -10.0905 23.7496  C33 1.094
42 C -14.6428 1.5050 22.6374  C43 1.565, C46 1.532, H47 1.095, H48 1.097
43 C -15.5308 0.2937 23.0788  C42 1.565, C44 1.538, H49 1.064, H50 1.083
44 C -16.8541 0.9753 23.4654  C43 1.538, O45 1.436, H51 1.093, H52 1.090
45 O -16.9072 2.0133 22.4747  C44 1.436, C46 1.417
46 C -15.6425 2.6528 22.4623  C42 1.532, O45 1.417, H53 1.086, H54 1.095
47 H -14.1101 1.1734 21.7404  C42 1.095
48 H -13.9087 1.7938 23.3993  C42 1.097
49 H -15.0244 -0.3002 23.8014  C43 1.064
50 H -15.7666 -0.3255 22.2225  C43 1.083
51 H -16.9480 1.3944 24.4700  C44 1.093
52 H -17.6053 0.2323 23.1995  C44 1.090
53 H -15.6052 3.4114 23.2380  C46 1.086
54 H -15.5080 3.1441 21.4932  C46 1.095
55 C -21.2627 0.1409 23.5974  C56 1.553, C59 1.505, H60 1.150, H61 1.074
56 C -22.2171 0.3477 24.8044  C55 1.553, C57 1.549, H62 1.122, H63 1.063
57 C -21.4522 -0.4318 25.9024  C56 1.549, O58 1.387, H64 1.125, H65 1.125
58 O -20.8599 -1.5232 25.2849  C57 1.387, C59 1.441
59 C -20.3606 -0.9760 24.0485  C55 1.505, O58 1.441, H66 1.080, H67 1.104
60 H -20.6733 1.0994 23.3620  C55 1.150
61 H -21.8601 -0.1562 22.7559  C55 1.074
62 H -23.2727 0.0269 24.6022  C56 1.122
63 H -22.3153 1.3621 25.1051  C56 1.063
64 H -22.0895 -0.7504 26.7727  C57 1.125
65 H -20.7085 0.2215 26.4374  C57 1.125
66 H -20.3042 -1.8277 23.3875  C59 1.080
67 H -19.3310 -0.6653 24.2975  C59 1.104
68 C -15.7698 -7.2067 16.3539  C69 1.533, C72 1.554, H73 1.098, H74 1.071
69 C -16.7792 -7.7193 15.3199  C68 1.533, C70 1.489, H75 1.101, H76 1.114
70 C -16.6818 -9.1933 15.5094  C69 1.489, O71 1.453, H77 1.114, H78 1.103
71 O -16.3380 -9.4779 16.8922  C70 1.453, C72 1.436
72 C -15.6661 -8.3268 17.4261  C68 1.554, O71 1.436, H79 1.100, H80 1.104
73 H -16.0383 -6.2269 16.7701  C68 1.098
74 H -14.7953 -7.2383 15.9097  C68 1.071
75 H -16.5092 -7.5339 14.2682  C69 1.101
76 H -17.8315 -7.3705 15.4272  C69 1.114
77 H -15.8061 -9.5651 14.9295  C70 1.114
78 H -17.5496 -9.7713 15.1504  C70 1.103
79 H -14.6437 -8.6482 17.6735  C72 1.100
80 H -16.2139 -8.0040 18.3282  C72 1.104
81 C -21.4270 -2.6558 33.3139  C82 1.548, C85 1.562, H86 1.122, H87 1.103
82 C -21.2808 -4.1808 33.0897  C81 1.548, C83 1.521, H88 1.055, H89 1.101
83 C -19.8807 -4.3456 32.5196  C82 1.521, O84 1.413, H90 1.100, H91 1.123
84 O -19.1167 -3.2263 32.9194  C83 1.413, C85 1.478
85 C -19.9599 -2.3320 33.7403  C81 1.562, O84 1.478, H92 1.155, H93 1.116
86 H -22.1500 -2.2642 34.0780  C81 1.122
87 H -21.6442 -2.1545 32.3562  C81 1.103
88 H -22.0520 -4.6630 32.5543  C82 1.055
89 H -21.4221 -4.7062 34.0465  C82 1.101
90 H -19.9621 -4.2724 31.4250  C83 1.100
91 H -19.4417 -5.3016 32.9112  C83 1.123
92 H -19.7194 -1.2491 33.4173  C85 1.155
93 H -19.7824 -2.5330 34.8234  C85 1.116
94 C -14.4596 0.0354 26.8957  C95 1.521, C98 1.506, H99 1.070, H100 1.084
95 C -14.4314 1.5369 27.1350  C94 1.521, C96 1.565, H101 1.126, H102 1.049
96 C -15.4723 1.6095 28.3016  C95 1.565, O97 1.413, H103 1.116, H104 1.080
97 O -16.3721 0.5448 28.0684  C96 1.413, C98 1.437
98 C -15.9303 -0.2785 26.9767  C94 1.506, O97 1.437, H105 1.110, H106 1.093
99 H -14.0021 -0.4363 27.7407  C94 1.070
100 H -13.9854 -0.3022 25.9812  C94 1.084
101 H -14.9433 2.0841 26.2942  C95 1.126
102 H -13.4708 1.9282 27.2894  C95 1.049
103 H -16.0534 2.5611 28.2539  C96 1.116
104 H -15.0483 1.4733 29.2856  C96 1.080
105 H -16.4894 -0.0679 26.0406  C98 1.110
106 H -16.2934 -1.2787 27.2256  C98 1.093
107 C -11.3410 -2.8452 27.0425  C108 1.509, C111 1.515, H112 1.083, H113 1.095
108 C -9.9083 -2.3753 27.0991  C107 1.509, C109 1.564, H114 1.131, H115 1.091
109 C -9.6914 -1.7545 25.6797  C108 1.564, O110 1.403, H116 1.108, H117 1.111
110 O -10.7953 -2.0888 24.8801  C109 1.403, C111 1.397
111 C -11.4832 -3.0993 25.5559  C107 1.515, O110 1.397, H118 1.106, H119 1.067
112 H -12.0590 -2.0946 27.3477  C107 1.083
113 H -11.5009 -3.7402 27.6525  C107 1.095
114 H -9.1614 -3.1766 27.3797  C108 1.131
115 H -9.8016 -1.6008 27.8599  C108 1.091
116 H -8.8176 -2.1661 25.1370  C109 1.108
117 H -9.5684 -0.6547 25.7802  C109 1.111
118 H -11.1348 -4.0954 25.2243  C111 1.106
119 H -12.5024 -3.0147 25.2524  C111 1.067
120 C -19.9989 -8.5181 21.1048  O121 1.442, H126 1.054, H127 1.078, H128 1.111
121 O -21.3936 -8.3452 21.4270  C120 1.442, C122 1.334
122 C -21.9716 -7.2146 21.0185  O121 1.334, O123 1.221, O124 1.349
123 O -23.1402 -6.9243 21.2207  C122 1.221
124 O -21.1121 -6.3738 20.4061  C122 1.349, C125 1.427
125 C -21.6725 -5.2881 19.6682  O124 1.427, H129 1.121, H130 1.106, H131 1.080
126 H -19.8225 -9.5122 21.4081  C120 1.054
127 H -19.3130 -7.8817 21.6411  C120 1.078
128 H -19.8751 -8.3673 20.0113  C120 1.111
129 H -21.8742 -4.3344 20.2222  C125 1.121
130 H -22.6107 -5.6048 19.1764  C125 1.106
131 H -20.9350 -5.0600 18.9130  C125 1.080
132 C -16.3035 -10.5414 29.3490  O133 1.467, H138 1.125, H139 1.076, H140 1.113
133 O -17.6794 -10.7427 29.8176  C132 1.467, C134 1.350
134 C -18.5979 -10.7433 28.8281  O133 1.350, O135 1.201, O136 1.358
135 O -18.3445 -10.3995 27.7052  C134 1.201
136 O -19.7878 -11.1321 29.3542  C134 1.358, C137 1.440
137 C -20.8713 -10.9336 28.4265  O136 1.440, H141 1.090, H142 1.090, H143 1.100
138 H -16.2594 -10.2699 28.2579  C132 1.125
139 H -15.7832 -11.4621 29.5462  C132 1.076
140 H -15.8729 -9.6972 29.9328  C132 1.113
141 H -20.6859 -11.6707 27.6454  C137 1.090
142 H -20.7938 -9.9500 27.9625  C137 1.090
143 H -21.8130 -11.1745 28.9405  C137 1.100
144 C -16.0195 -2.2451 17.8155  O145 1.400, H150 1.084, H151 1.065, H152 1.087
145 O -16.7203 -2.6889 18.9439  C144 1.400, C146 1.332
146 C -17.2515 -3.9087 18.8756  O145 1.332, O147 1.196, O148 1.364
147 O -17.4125 -4.5082 17.8528  C146 1.196
148 O -17.4337 -4.3696 20.1461  C146 1.364, C149 1.458
149 C -17.8416 -5.7696 20.1695  O148 1.458, H153 1.099, H154 1.067, H155 1.069
150 H -15.3470 -3.0131 17.4498  C144 1.084
151 H -15.5145 -1.3322 18.0310  C144 1.065
152 H -16.7308 -1.9323 17.0561  C144 1.087
153 H -17.8311 -6.1045 21.2161  C149 1.099
154 H -17.1675 -6.3107 19.5440  C149 1.067
155 H -18.8448 -5.9391 19.8401  C149 1.069
156 C -18.2379 -2.0111 29.4650  O157 1.462, H162 1.102, H163 1.080, H164 1.107
157 O -16.9872 -2.6747 29.1015  C156 1.462, C158 1.347
158 C -15.9402 -2.3976 29.9018  O157 1.347, O159 1.157, O160 1.352
159 O -15.8855 -1.7538 30.8613  C158 1.157
160 O -14.9057 -3.0516 29.3279  C158 1.352, C161 1.423
161 C -13.6646 -2.9379 30.0151  O160 1.423, H165 1.106, H166 1.059, H167 1.101
162 H -18.0712 -0.9248 29.3881  C156 1.102
163 H -18.5918 -2.2395 30.4593  C156 1.080
164 H -18.9777 -2.4621 28.7753  C156 1.107
165 H -13.8973 -3.3143 31.0293  C161 1.106
166 H -13.3393 -1.9345 30.1121  C161 1.059
167 H -12.8675 -3.5756 29.6023  C161 1.101
168 C -11.3827 -6.9887 28.3878  O169 1.405, H174 1.115, H175 1.111, H176 1.091
169 O -11.5337 -7.6050 27.1347  C168 1.405, C170 1.327
170 C -12.4931 -8.4953 26.9167  O169 1.327, O171 1.181, O172 1.344
171 O -13.0319 -9.1497 27.7393  C170 1.181
172 O -12.6394 -8.5738 25.5829  C170 1.344, C173 1.433
173 C -13.6393 -9.4650 25.0724  O172 1.433, H177 1.089, H178 1.067, H179 1.073
174 H -12.3337 -6.8465 28.9518  C168 1.115
175 H -10.9709 -5.9850 28.1490  C168 1.111
176 H -10.7338 -7.6463 28.9677  C168 1.091
177 H -13.6300 -10.3549 25.7000  C173 1.089
178 H -13.4292 -9.7459 24.0648  C173 1.067
179 H -14.6300 -9.0525 25.0727  C173 1.073
180 C -14.2327 -9.1791 32.2673  O181 1.420, H186 1.081, H187 1.118, H188 1.102
181 O -15.3796 -8.3516 32.1402  C180 1.420, C182 1.342
182 C -15.2099 -7.1066 31.6688  O181 1.342, O183 1.237, O184 1.309
183 O -14.1311 -6.6084 31.3241  C182 1.237
184 O -16.3653 -6.4944 31.7316  C182 1.309, C185 1.374
185 C -16.5289 -5.1967 31.3100  O184 1.374, H189 1.114, H190 1.090, H191 1.111
186 H -14.6374 -10.1409 32.5517  C180 1.081
187 H -13.4780 -8.8687 33.0312  C180 1.118
188 H -13.8599 -9.2263 31.2316  C180 1.102
189 H -15.8592 -5.0008 30.4421  C185 1.114
190 H -16.3138 -4.5533 32.1636  C185 1.090
191 H -17.5657 -4.9306 31.0133  C185 1.111
192 C -19.5059 0.1750 20.0244  O193 1.425, H198 1.065, H199 1.088, H200 1.100
193 O -19.2737 -0.2438 18.6823  C192 1.425, C194 1.326
194 C -19.6696 -1.4537 18.3122  O193 1.326, O195 1.207, O196 1.347
195 O -20.1824 -2.2887 19.0166  C194 1.207
196 O -19.5296 -1.5998 16.9809  C194 1.347, C197 1.413
197 C -20.0869 -2.8244 16.5483  O196 1.413, H201 1.095, H202 1.108, H203 1.113
198 H -19.0121 1.1043 20.1899  C192 1.065
199 H -19.2710 -0.6266 20.7211  C192 1.088
200 H -20.5451 0.4618 20.2420  C192 1.100
201 H -21.1093 -2.9518 16.9197  C197 1.095
202 H -19.5346 -3.6524 17.0356  C197 1.108
203 H -19.8898 -2.9744 15.4637  C197 1.113
204 C -11.7277 -6.6401 23.1080  O205 1.393, H210 1.119, H211 1.090, H212 1.106
205 O -12.5171 -5.5005 23.2490  C204 1.393, C206 1.380
206 C -12.9251 -4.9437 22.0542  O205 1.380, O207 1.189, O208 1.346
207 O -12.5425 -5.2043 20.9588  C206 1.189
208 O -13.9219 -4.0884 22.3497  C206 1.346, C209 1.429
209 C -14.3751 -3.2509 21.2848  O208 1.429, H213 1.094, H214 1.061, H215 1.090
210 H -11.8120 -7.0756 24.1349  C204 1.119
211 H -10.6792 -6.4021 22.9305  C204 1.090
212 H -12.0648 -7.2984 22.2861  C204 1.106
213 H -13.7910 -2.3328 21.3993  C209 1.094
214 H -15.3684 -2.9847 21.5443  C209 1.061
215 H -14.2531 -3.6675 20.2852  C209 1.090
216 C -15.7766 -11.1457 19.7786  O217 1.461, H222 1.091, H223 1.092, H224 1.127
217 O -15.0615 -10.4121 20.8196  C216 1.461, C218 1.320
218 C -15.6753 -9.3216 21.2395  O217 1.320, O219 1.248, O220 1.306
219 O -16.8360 -9.0205 20.8947  C218 1.248
220 O -14.8419 -8.6553 21.9921  C218 1.306, C221 1.399
221 C -15.1303 -7.3358 22.3575  O220 1.399, H225 1.145, H226 1.104, H227 1.078
222 H -16.1822 -10.4586 19.0351  C216 1.091
223 H -16.4966 -11.8070 20.2656  C216 1.092
224 H -15.0276 -11.8236 19.2785  C216 1.127
225 H -16.1984 -7.0207 22.6243  C221 1.145
226 H -14.7924 -6.6377 21.5715  C221 1.104
227 H -14.6454 -7.0913 23.2886  C221 1.078

Its total charge is 0. The max |F| is 4.4 eV Å⁻¹. As for the gap between HOMO and LUMO: 9.86 eV. As for the spin multiplicity: 1. As for the lowest unoccupied orbital energy: 0.019 Eh. The calculation puts the energy at -5930.68210 hartree.